C35H53BF4N4O6V | the ωB97M-V functional and the def2-TZVPD basis

Computed properties:
- E_HOMO (spin up / spin down): -1.73 / -2.48 eV
- 2S+1: 4
- Charge: -2

Each line ends with the Löwdin spin population.
Atoms and positions in Å:
1 V 1.688 -0.699 0.565  1.926
2 C -3.550 4.036 -0.776  -0.001
3 C -2.269 4.757 -0.357  0.003
4 C -2.582 5.590 0.895  0.004
5 C -1.860 5.701 -1.498  0.003
6 C -1.131 3.784 -0.055  0.047
7 C -1.273 2.425 -0.169  0.056
8 C -0.192 1.557 0.124  0.041
9 N -0.160 0.230 0.071  0.255
10 C -1.146 -0.698 -0.154  0.004
11 C -2.532 -0.540 -0.110  0.046
12 C -3.380 -1.598 -0.403  0.011
13 C -2.809 -2.824 -0.757  0.055
14 C -1.437 -3.056 -0.776  0.010
15 C -0.588 -1.988 -0.406  0.057
16 O 0.709 -2.131 -0.339  0.035
17 C -0.837 -4.411 -1.147  -0.001
18 C -1.918 -5.423 -1.542  0.000
19 C -0.059 -4.992 0.041  0.000
20 C 0.113 -4.247 -2.346  0.000
21 C -4.891 -1.387 -0.293  -0.001
22 C -5.686 -2.627 -0.706  0.001
23 C -5.255 -1.051 1.160  0.000
24 C -5.327 -0.226 -1.199  0.000
25 C 1.094 2.112 0.497  0.112
26 O 2.068 1.313 0.697  0.118
27 C 1.228 3.532 0.613  0.042
28 C 0.122 4.307 0.350  0.094
29 C 2.569 4.121 1.040  0.000
30 C 2.520 5.648 1.144  0.000
31 C 3.651 3.756 0.012  0.001
32 C 2.961 3.567 2.419  0.001
33 H -4.337 4.768 -0.974  0.000
34 H -3.905 3.364 0.008  0.000
35 H -3.402 3.448 -1.683  0.000
36 H -3.405 6.283 0.697  0.001
37 H -1.717 6.174 1.212  0.001
38 H -2.867 4.941 1.725  0.000
39 H -2.660 6.418 -1.707  0.001
40 H -1.657 5.134 -2.408  0.000
41 H -0.959 6.262 -1.247  0.001
42 H -2.195 1.997 -0.523  0.003
43 H -2.948 0.406 0.203  0.003
44 H -3.467 -3.642 -1.011  0.003
45 H -2.607 -5.629 -0.719  0.000
46 H -1.436 -6.364 -1.816  0.000
47 H -2.500 -5.080 -2.402  0.000
48 H -0.696 -5.054 0.927  0.000
49 H 0.810 -4.383 0.276  0.000
50 H 0.298 -5.995 -0.205  0.000
51 H -0.434 -3.865 -3.214  0.000
52 H 0.552 -5.214 -2.606  0.000
53 H 0.928 -3.568 -2.108  0.000
54 H -5.453 -3.483 -0.071  0.000
55 H -5.482 -2.906 -1.742  0.000
56 H -6.756 -2.422 -0.615  0.000
57 H -4.943 -1.855 1.829  0.000
58 H -6.336 -0.908 1.265  0.000
59 H -4.757 -0.139 1.490  0.000
60 H -5.073 -0.436 -2.240  0.000
61 H -4.834 0.705 -0.919  0.000
62 H -6.408 -0.068 -1.131  0.000
63 H 0.209 5.382 0.444  0.004
64 H 2.293 6.112 0.181  0.000
65 H 3.496 6.014 1.471  0.000
66 H 1.777 5.981 1.873  0.000
67 H 3.405 4.182 -0.965  0.000
68 H 3.739 2.677 -0.090  0.000
69 H 4.616 4.161 0.330  0.000
70 H 2.212 3.847 3.164  0.000
71 H 3.924 3.985 2.726  0.000
72 H 3.040 2.482 2.396  0.000
73 N 0.123 1.262 3.239  0.003
74 C -0.732 0.068 3.257  0.002
75 C 0.104 -1.215 3.334  0.007
76 O -0.104 -1.974 4.298  0.009
77 N 1.035 -1.367 2.394  0.001
78 C 2.041 -2.401 2.653  0.007
79 C 3.404 -1.735 2.507  0.003
80 O 4.357 -1.980 3.226  -0.001
81 O 3.424 -0.870 1.522  0.003
82 H -0.305 2.024 3.748  0.000
83 H 1.021 1.060 3.663  0.000
84 H -1.390 0.029 4.129  0.000
85 H -1.355 0.057 2.359  0.001
86 H 1.895 -2.859 3.628  0.001
87 H 1.996 -3.196 1.896  0.001
88 F 5.541 -4.563 -0.956  0.000
89 B 4.130 -4.599 -1.039  0.000
90 F 3.615 -5.563 -0.172  0.000
91 F 3.772 -4.909 -2.378  0.000
92 F 3.614 -3.321 -0.724  0.001
93 C 3.744 -1.723 -3.499  0.000
94 N 4.457 -1.102 -2.396  0.001
95 C 5.825 -1.535 -2.162  0.000
96 C 3.762 -0.586 -1.382  0.004
97 O 2.536 -0.407 -1.416  0.019
98 H 4.386 -1.713 -4.382  0.000
99 H 2.837 -1.158 -3.697  0.000
100 H 3.484 -2.753 -3.247  0.000
101 H 6.369 -1.517 -3.108  0.000
102 H 5.849 -2.546 -1.747  0.000
103 H 6.308 -0.845 -1.471  0.000
104 H 4.352 -0.318 -0.499  0.001


C60H58Ge2N5O3S2Sc | the ωB97M-V functional and the def2-TZVPD basis

Computed properties:
- E_HOMO (spin up / spin down): -3.52 / -4.28 eV
- 2S+1: 2
- Charge: -1

Each line ends with the Löwdin spin population.
Atoms and positions in Å:
1 Sc 0.699 0.479 0.821  0.008
2 C 3.844 -0.489 3.652  0.004
3 O 3.917 0.906 3.343  0.008
4 C 2.823 1.158 2.474  0.033
5 N 2.481 -0.090 1.855  0.013
6 C 3.425 -1.072 2.311  0.003
7 C 2.878 -2.477 2.290  0.000
8 C 3.093 -3.371 3.333  0.000
9 C 2.620 -4.676 3.257  0.000
10 C 1.937 -5.106 2.129  0.000
11 C 1.729 -4.224 1.077  0.000
12 C 2.195 -2.921 1.159  0.000
13 C 0.818 2.962 2.685  0.030
14 C 0.861 4.253 3.203  0.008
15 C -0.083 5.186 2.817  0.008
16 C -1.099 4.793 1.975  0.003
17 C -1.049 3.511 1.435  0.006
18 N -0.065 2.642 1.714  0.013
19 C -2.190 3.120 0.613  -0.005
20 N -2.232 2.487 -0.528  0.002
21 C -3.651 2.444 -1.002  0.000
22 C -4.327 3.401 -0.014  0.000
23 O -3.403 3.536 1.074  -0.002
24 C -4.328 1.088 -1.125  0.000
25 C -5.641 1.113 -1.373  0.000
26 C -6.410 -0.078 -1.739  0.000
27 C -5.839 -1.278 -1.780  0.000
28 C -4.423 -1.475 -1.366  0.000
29 C -3.558 -0.199 -1.126  0.000
30 H 3.089 -0.670 4.426  0.002
31 H 4.831 -0.795 4.001  0.000
32 H 4.348 -1.096 1.690  0.001
33 H 3.622 -3.049 4.224  0.000
34 H 2.782 -5.356 4.087  0.000
35 H 1.564 -6.122 2.071  0.000
36 H 1.192 -4.540 0.190  0.000
37 H 2.042 -2.245 0.327  0.000
38 H 1.596 4.498 3.951  0.002
39 H -0.058 6.192 3.218  0.001
40 H -1.921 5.446 1.719  0.000
41 H -3.618 2.891 -1.995  0.000
42 H -5.248 2.989 0.385  0.000
43 H -4.500 4.388 -0.447  0.000
44 H -6.172 2.061 -1.397  0.000
45 H -7.453 0.050 -2.004  0.000
46 H -6.417 -2.147 -2.079  0.000
47 H -3.921 -2.164 -2.049  0.000
48 H -2.712 -0.104 -1.804  0.000
49 C 4.711 2.504 1.255  0.001
50 C 3.294 2.047 1.319  0.005
51 N 2.448 2.086 0.370  -0.001
52 N 2.966 2.436 -0.882  0.000
53 C 2.720 1.513 -1.746  0.000
54 S 1.739 0.094 -1.592  0.000
55 S 3.704 1.657 -3.249  0.000
56 C 5.313 1.377 -2.452  0.000
57 C 5.532 -0.063 -2.093  0.000
58 C 4.943 -0.604 -0.953  0.000
59 C 5.105 -1.947 -0.646  0.000
60 C 5.865 -2.766 -1.471  0.000
61 C 6.454 -2.236 -2.611  0.000
62 C 6.283 -0.894 -2.919  0.000
63 C 1.630 1.827 3.369  0.045
64 C 2.281 2.359 4.617  0.172
65 C 1.879 2.028 5.866  0.028
66 C 0.811 1.126 6.099  0.256
67 C 0.182 0.523 5.013  0.025
68 C 0.562 0.784 3.704  0.170
69 O -0.033 0.230 2.696  0.133
70 H 5.353 1.646 1.038  0.000
71 H 5.022 2.878 2.230  0.000
72 H 4.843 3.250 0.476  0.000
73 H 5.352 2.021 -1.575  0.000
74 H 6.067 1.725 -3.160  0.000
75 H 4.314 0.018 -0.320  0.000
76 H 4.620 -2.358 0.231  0.000
77 H 5.986 -3.815 -1.231  0.000
78 H 7.040 -2.869 -3.266  0.000
79 H 6.730 -0.484 -3.819  0.000
80 H 3.139 3.009 4.488  0.007
81 H 2.407 2.456 6.713  -0.004
82 H 0.514 0.885 7.111  0.019
83 H -0.612 -0.202 5.150  -0.005
84 C -2.655 1.647 -4.254  0.000
85 Ge -1.277 2.562 -3.168  0.001
86 C -1.761 4.490 -3.180  0.000
87 C 0.447 2.438 -4.059  0.000
88 C -1.218 1.960 -1.315  0.008
89 H -3.536 2.283 -4.376  0.000
90 H -2.972 0.702 -3.810  0.000
91 H -2.263 1.426 -5.250  0.000
92 H -1.431 4.958 -4.112  0.000
93 H -1.267 5.004 -2.351  0.000
94 H -2.840 4.655 -3.095  0.000
95 H 0.318 2.736 -5.103  0.000
96 H 0.865 1.433 -4.016  0.000
97 H 1.157 3.123 -3.594  0.000
98 H -0.259 2.099 -0.825  0.001
99 C -1.450 -2.538 2.031  0.000
100 Ge -1.237 -1.490 0.345  0.000
101 C -3.134 -0.780 0.267  0.000
102 C -4.189 -1.918 0.114  0.000
103 C -5.362 -1.849 1.042  0.000
104 C -5.427 -0.972 2.043  0.000
105 C -4.356 0.000 2.288  0.000
106 C -3.313 0.098 1.460  0.001
107 C -1.303 -2.958 -1.040  0.000
108 C -1.410 -4.263 -0.615  0.000
109 C -1.471 -5.357 -1.510  0.000
110 C -1.447 -5.146 -2.856  0.000
111 C -1.352 -3.824 -3.361  0.000
112 C -1.337 -3.580 -4.757  0.000
113 C -1.245 -2.307 -5.245  0.000
114 C -1.161 -1.220 -4.350  0.000
115 C -1.174 -1.428 -2.999  0.000
116 C -1.272 -2.735 -2.455  0.000
117 H -2.408 -3.069 2.055  0.000
118 H -1.417 -1.833 2.862  0.000
119 H -0.641 -3.258 2.169  0.000
120 H -3.766 -2.926 0.157  0.000
121 H -6.172 -2.559 0.895  0.000
122 H -6.283 -0.977 2.711  0.000
123 H -4.415 0.636 3.165  0.000
124 H -2.530 0.816 1.692  0.000
125 H -1.439 -4.482 0.446  0.000
126 H -1.546 -6.364 -1.114  0.000
127 H -1.499 -5.972 -3.558  0.000
128 H -1.401 -4.429 -5.431  0.000
129 H -1.231 -2.129 -6.314  0.000
130 H -1.066 -0.214 -4.744  0.000
131 H -1.087 -0.583 -2.321  0.000


C32H39FN4NiO6S2 | the ωB97M-V functional and the def2-TZVPD basis

Computed properties:
- E_HOMO (spin up / spin down): -0.06 / -1.17 eV
- 2S+1: 3
- Charge: -2

Each line ends with the Löwdin spin population.
Atoms and positions in Å:
1 Ni 0.565 -0.087 1.220  1.612
2 C -0.811 5.919 1.086  0.000
3 C 0.512 5.637 0.375  0.001
4 N 1.293 4.561 0.982  0.003
5 C 2.345 4.942 1.910  0.003
6 C 1.881 5.140 3.351  0.001
7 C 0.932 3.237 0.778  0.010
8 S 1.709 2.022 1.680  0.047
9 N -0.073 3.123 -0.115  0.002
10 C -0.540 1.970 -0.605  0.010
11 O -0.052 0.844 -0.553  0.009
12 C -1.837 2.124 -1.384  0.001
13 C -2.409 3.365 -1.619  0.002
14 C -3.601 3.475 -2.327  0.000
15 C -4.235 2.336 -2.805  0.002
16 C -3.668 1.092 -2.568  0.000
17 C -2.472 0.987 -1.861  0.002
18 H -1.381 6.685 0.546  0.000
19 H -0.652 6.267 2.109  0.000
20 H -1.403 5.002 1.120  0.000
21 H 1.137 6.533 0.371  0.000
22 H 0.298 5.368 -0.656  0.000
23 H 2.792 5.867 1.534  0.000
24 H 3.102 4.161 1.889  0.002
25 H 1.132 5.934 3.425  0.000
26 H 2.731 5.414 3.986  0.000
27 H 1.453 4.208 3.724  0.000
28 H -1.903 4.242 -1.234  0.000
29 H -4.039 4.450 -2.502  0.000
30 H -5.165 2.418 -3.353  0.000
31 H -4.166 0.201 -2.929  0.000
32 H -2.010 0.027 -1.652  0.000
33 N 0.591 -4.156 0.943  0.002
34 C 0.396 -2.877 1.400  0.008
35 O -0.324 -2.097 0.766  0.026
36 C 0.997 -2.531 2.739  0.016
37 C 1.367 -1.047 2.860  0.073
38 H 0.374 -4.241 -0.036  0.000
39 H 1.500 -4.529 1.173  0.001
40 H 1.824 -3.230 2.931  0.004
41 H 0.199 -2.772 3.453  0.001
42 H 2.449 -0.928 2.741  0.008
43 H 1.085 -0.671 3.846  0.007
44 F -1.953 -0.514 7.553  0.004
45 C -1.833 -0.242 6.205  0.019
46 C -1.348 0.983 5.802  -0.001
47 C -1.229 1.253 4.442  0.016
48 C -1.582 0.312 3.445  0.016
49 C -1.369 0.564 2.042  0.042
50 C -2.090 -0.916 3.928  0.016
51 C -2.211 -1.194 5.287  -0.001
52 H -1.062 1.716 6.550  -0.001
53 H -0.827 2.209 4.119  0.001
54 H -1.393 1.629 1.796  0.002
55 H -2.030 -0.013 1.389  0.003
56 H -2.379 -1.670 3.201  0.001
57 H -2.599 -2.147 5.638  -0.001
58 C -2.554 -5.056 -2.617  0.000
59 C -1.200 -4.673 -3.150  0.000
60 C -0.103 -5.492 -2.934  0.000
61 C 1.156 -5.138 -3.396  0.000
62 C 1.319 -3.957 -4.095  0.000
63 C 0.231 -3.133 -4.349  0.000
64 C -1.020 -3.492 -3.864  0.000
65 S 2.930 -3.588 -4.731  0.000
66 O 3.587 -4.863 -4.814  0.000
67 O 2.733 -2.796 -5.917  0.000
68 N 3.739 -2.701 -3.660  0.000
69 C 3.431 -1.255 -3.446  0.000
70 C 2.483 -0.880 -2.308  0.000
71 C 2.738 -1.509 -0.926  0.004
72 O 3.337 -2.628 -0.885  0.003
73 O 2.333 -0.797 0.019  0.020
74 H -2.483 -5.915 -1.951  0.000
75 H -3.239 -5.308 -3.430  0.000
76 H -2.990 -4.234 -2.054  0.000
77 H -0.232 -6.414 -2.379  0.000
78 H 2.016 -5.777 -3.233  0.000
79 H 0.375 -2.216 -4.910  0.000
80 H -1.873 -2.842 -4.039  0.000
81 H 3.814 -3.147 -2.719  0.000
82 H 3.074 -0.852 -4.392  0.000
83 H 4.395 -0.791 -3.245  0.000
84 H 1.443 -1.104 -2.549  0.000
85 H 2.540 0.197 -2.158  0.000


C39H44ClN2O2P2Ti | the ωB97M-V functional and the def2-TZVPD basis

Computed properties:
- E_HOMO (spin up / spin down): -2.03 / -1.41 eV
- 2S+1: 1
- Charge: -1

Each line ends with the Mulliken charge.
Atoms and positions in Å:
1 Ti -0.065 -0.266 -0.505  -0.663
2 C -3.487 -2.787 -0.742  -1.005
3 N -2.750 -1.647 -1.252  0.682
4 C -2.564 -1.777 -2.687  -1.176
5 C -3.455 -0.415 -0.886  -0.810
6 C -2.838 0.835 -1.466  0.792
7 C -3.680 1.689 -2.169  -0.626
8 C -3.208 2.871 -2.704  -0.816
9 C -1.874 3.192 -2.533  -0.941
10 C -1.035 2.322 -1.853  0.122
11 C -1.466 1.109 -1.281  0.252
12 H -4.470 -2.917 -1.237  0.424
13 H -3.657 -2.658 0.323  0.263
14 H -2.906 -3.697 -0.886  0.023
15 H -3.511 -1.979 -3.218  0.326
16 H -1.875 -2.602 -2.881  0.190
17 H -2.135 -0.855 -3.081  0.352
18 H -3.420 -0.358 0.212  -0.039
19 H -4.521 -0.469 -1.190  0.408
20 H -4.727 1.429 -2.300  0.334
21 H -3.875 3.525 -3.248  0.355
22 H -1.489 4.121 -2.933  0.437
23 H 0.016 2.603 -1.782  0.251
24 C 2.050 -2.825 -1.005  -1.633
25 P 0.258 -2.824 -0.532  2.182
26 C -0.134 -4.416 -1.502  -1.678
27 C 0.262 -3.547 1.158  -0.034
28 C 1.039 -4.682 1.373  -0.561
29 C 1.049 -5.338 2.588  -0.875
30 C 0.292 -4.835 3.630  -0.999
31 C -0.442 -3.680 3.441  -0.710
32 C -0.480 -3.012 2.220  0.049
33 P -1.602 -1.539 2.015  2.411
34 C -3.122 -2.386 2.805  -1.840
35 C -1.253 -0.578 3.569  -1.613
36 H 2.418 -3.824 -1.243  0.675
37 H 2.647 -2.372 -0.215  0.345
38 H 2.128 -2.192 -1.893  0.290
39 H 0.542 -5.239 -1.275  0.488
40 H -0.046 -4.182 -2.565  0.459
41 H -1.149 -4.756 -1.307  0.295
42 H 1.645 -5.072 0.567  0.231
43 H 1.636 -6.238 2.714  0.396
44 H 0.269 -5.346 4.585  0.397
45 H -1.019 -3.309 4.273  0.260
46 H -3.051 -2.457 3.888  0.543
47 H -3.294 -3.385 2.411  0.474
48 H -3.996 -1.772 2.576  0.429
49 H -0.979 -1.232 4.394  0.561
50 H -2.156 -0.031 3.835  0.424
51 H -0.450 0.128 3.386  0.168
52 N 1.118 0.183 -1.825  1.027
53 C 2.319 0.667 -1.883  -0.945
54 C 3.110 0.830 -0.632  0.652
55 C 2.575 1.501 0.473  -0.180
56 C 3.285 1.584 1.656  -0.616
57 C 4.539 0.997 1.762  -0.596
58 C 5.079 0.329 0.676  -0.857
59 C 4.375 0.248 -0.511  -0.056
60 C 2.929 1.035 -3.146  0.898
61 C 2.274 0.708 -4.352  -0.400
62 C 2.807 1.044 -5.573  -0.749
63 C 4.012 1.736 -5.653  -0.385
64 C 4.655 2.098 -4.474  -0.860
65 C 4.130 1.764 -3.245  -0.248
66 H 1.586 1.953 0.393  0.421
67 H 2.859 2.093 2.512  0.502
68 H 5.093 1.047 2.691  0.400
69 H 6.047 -0.150 0.767  0.389
70 H 4.793 -0.294 -1.349  0.516
71 H 1.332 0.181 -4.285  0.391
72 H 2.284 0.769 -6.482  0.399
73 H 4.444 1.994 -6.612  0.385
74 H 5.578 2.663 -4.513  0.387
75 H 4.634 2.076 -2.342  0.415
76 Cl -0.999 7.580 4.763  -0.309
77 C -1.107 6.099 3.857  0.342
78 C -2.111 5.184 4.153  -0.618
79 C -2.194 4.020 3.438  -0.564
80 C -1.291 3.718 2.377  1.138
81 C -1.431 2.585 1.613  -0.459
82 C -0.263 4.677 2.133  -0.431
83 C -0.175 5.837 2.855  -0.731
84 H -2.812 5.398 4.945  0.372
85 H -2.963 3.301 3.678  0.308
86 H -0.758 2.359 0.799  -0.743
87 H -2.235 1.890 1.790  0.062
88 H 0.449 4.476 1.348  0.343
89 H 0.606 6.557 2.652  0.371
90 O 0.213 -0.088 1.251  -0.232
91 O 1.142 -0.987 0.701  -1.008


It is found that the relative energy (zero: lowest compared OMol25 entry of this formula, charge and spin) values, taken in the order of the records, are 83.3; 618.8; 48.5; 403.2 kJ/mol.